[1]
{
  "formula": "C5H12N2",
  "method": "wB97M-V/def2-TZVPD",
  "spin_multiplicity": 1,
  "smiles": "[H]/N=C/NCCCC",
  "total_energy_ha": -307.1046,
  "lumo_ev": 0.973,
  "e_homo_ev": -8.274,
  "homo_lumo_gap_ha": 0.340,
  "elements": ["H", "N", "C", "N", "C", "C", "C", "C", "H", "H", "H", "H", "H", "H", "H", "H", "H", "H", "H"],
  "positions_angstrom": [[0.184, -2.518, -3.605], [0.675, -2.223, -2.738], [0.362, -1.018, -2.501], [-0.189, -0.734, -1.324], [-0.383, 0.629, -0.786], [0.545, 1.124, 0.352], [0.308, 0.124, 1.543], [-0.582, 0.599, 2.578], [0.369, -0.310, -3.372], [0.109, -1.274, -0.511], [-0.481, 1.353, -1.621], [-1.353, 0.591, -0.361], [0.493, 2.192, 0.422], [1.595, 0.689, 0.131], [1.264, -0.340, 2.070], [-0.353, -0.589, 1.001], [-1.579, 0.494, 2.276], [-0.425, 1.564, 3.109], [-0.560, -0.355, 3.338]],
  "forces_ev_per_a": [[1.8, 0.3, -0.1], [-0.9, -1.8, -0.4], [-0.5, -0.7, -2.2], [1.0, 2.9, 2.9], [0.1, 1.1, -1.2], [2.5, -4.0, -1.1], [1.2, 0.2, -1.0], [-0.5, -2.1, 4.5], [-0.7, 0.3, 1.2], [-0.2, -1.0, -1.0], [0.4, -0.4, 0.4], [-1.3, 0.2, 0.5], [0.2, 0.4, 0.7], [-1.1, 1.8, -0.5], [-1.8, 0.9, -1.8], [1.2, -0.6, 1.1], [-1.7, 0.6, -0.6], [0.2, -0.8, -0.4], [-0.1, 2.6, -0.9]],
  "mulliken_charge": [0.24, -0.73, 0.10, -0.23, -1.02, -0.25, -0.28, -1.26, 0.33, 0.25, 0.45, 0.35, 0.45, 0.22, 0.33, 0.13, 0.34, 0.32, 0.27]
}

***

[2]
{
  "formula": "C16H35FN2O6P",
  "method": "wB97M-V/def2-TZVPD",
  "spin_multiplicity": 1,
  "charge": 1,
  "total_energy_ha": -1632.5313,
  "lumo_ev": -2.100,
  "e_homo_ev": -12.666,
  "homo_lumo_gap_ha": 0.388,
  "elements": ["C", "C", "P", "C", "N", "F", "C", "N", "C", "C", "O", "C", "C", "O", "H", "H", "H", "H", "H", "H", "H", "H", "H", "H", "H", "H", "H", "H", "H", "H", "H", "H", "H", "O", "C", "O", "C", "C", "C", "H", "H", "H", "H", "H", "H", "H", "H", "O", "C", "O", "C", "C", "C", "H", "H", "H", "H", "H", "H", "H", "H"],
  "positions_angstrom": [[0.708, -2.651, 4.097], [0.295, -2.100, 2.713], [0.915, -3.266, 1.461], [2.731, -2.997, 1.543], [0.572, -2.222, -0.095], [-0.775, -2.536, -0.323], [1.331, -2.726, -1.331], [0.943, -4.057, -1.638], [0.550, -0.731, -0.046], [1.906, -0.028, 0.008], [2.143, 0.344, 1.370], [3.403, 0.213, 1.899], [4.517, 0.817, 1.089], [3.522, -0.282, 2.966], [1.731, -2.362, 4.348], [0.045, -2.235, 4.860], [0.626, -3.744, 4.159], [0.647, -1.072, 2.591], [-0.797, -2.107, 2.610], [2.977, -2.827, 2.596], [3.232, -3.909, 1.203], [3.129, -2.144, 0.990], [2.384, -2.630, -1.057], [1.093, -2.006, -2.118], [1.653, -4.746, -1.421], [0.679, -4.171, -2.608], [0.026, -0.399, -0.945], [-0.059, -0.430, 0.807], [2.729, -0.644, -0.365], [1.836, 0.859, -0.628], [4.679, 1.832, 1.473], [5.434, 0.243, 1.248], [4.296, 0.892, 0.023], [-2.072, -0.005, 1.371], [-2.335, 1.016, 1.966], [-3.439, 1.037, 2.716], [-3.824, 2.165, 3.527], [-4.558, 3.215, 2.726], [-1.479, 2.253, 1.829], [-2.954, 2.570, 4.043], [-4.475, 1.726, 4.281], [-3.923, 3.657, 1.957], [-4.893, 4.013, 3.387], [-5.432, 2.777, 2.243], [-1.788, 2.774, 0.922], [-0.444, 1.944, 1.704], [-1.548, 2.946, 2.662], [0.352, 1.258, -2.470], [-0.340, 1.175, -3.462], [0.166, 1.622, -4.612], [-0.536, 1.553, -5.872], [-1.499, 2.704, -6.045], [-1.752, 0.648, -3.403], [-1.025, 0.585, -5.977], [0.261, 1.598, -6.610], [-2.299, 2.681, -5.304], [-1.954, 2.655, -7.035], [-0.972, 3.653, -5.955], [-2.400, 1.473, -3.103], [-1.816, -0.113, -2.627], [-2.126, 0.245, -4.338]],
  "forces_ev_per_a": [[-0.1, 0.1, 0.0], [-0.3, 0.0, 0.2], [0.2, 0.3, -0.1], [0.1, -0.2, 0.0], [0.0, 0.0, -0.1], [0.0, 0.0, -0.1], [-0.1, -0.2, 0.1], [0.5, 0.0, -0.3], [0.1, 0.5, -0.1], [-0.1, 0.1, 0.0], [-0.2, -0.3, 0.1], [0.0, 0.6, -1.0], [0.2, -0.1, 0.0], [0.2, -0.3, 1.0], [-0.1, 0.0, 0.0], [0.1, -0.1, -0.1], [0.0, 0.2, 0.0], [0.1, -0.2, 0.1], [0.1, 0.1, 0.0], [0.0, -0.1, -0.2], [0.0, 0.2, 0.1], [-0.1, -0.2, 0.1], [-0.1, 0.1, 0.0], [0.0, -0.2, 0.1], [-0.1, 0.1, 0.1], [-0.2, 0.0, 0.2], [0.1, -0.2, 0.0], [0.0, -0.1, -0.2], [-0.1, 0.1, -0.1], [0.0, -0.1, 0.1], [0.0, -0.2, -0.1], [-0.1, 0.1, 0.0], [0.0, 0.0, 0.1], [0.1, 0.1, 0.1], [-0.2, -0.1, 0.0], [0.1, 0.0, 0.0], [0.0, 0.0, 0.0], [0.0, 0.0, 0.0], [0.0, 0.0, 0.0], [0.0, 0.0, 0.0], [0.0, 0.0, 0.0], [0.0, 0.0, 0.0], [0.0, 0.0, 0.0], [0.0, 0.0, 0.0], [0.0, 0.0, 0.0], [0.0, 0.0, 0.0], [0.0, 0.0, 0.0], [-0.1, -0.2, -0.1], [0.1, 0.2, 0.0], [0.0, -0.1, 0.0], [0.0, 0.0, 0.0], [0.0, 0.0, 0.0], [0.0, 0.0, 0.0], [0.0, 0.0, 0.0], [0.0, 0.0, 0.0], [0.0, 0.0, 0.0], [0.0, 0.0, 0.0], [0.0, 0.0, 0.0], [0.0, 0.0, 0.0], [0.0, 0.0, 0.0], [0.0, 0.0, 0.0]],
  "mulliken_charge": [-1.45, 0.23, -0.19, -0.82, 0.84, -0.32, -0.66, -0.52, 1.29, -0.98, -0.21, 0.55, -1.05, -0.49, 0.35, 0.39, 0.43, 0.02, 0.43, 0.35, 0.38, 0.16, 0.41, 0.41, 0.24, 0.25, -0.48, -0.58, 0.59, 0.54, 0.33, 0.33, 0.33, -0.59, 0.73, -0.38, -0.39, -0.98, -0.69, 0.36, 0.31, 0.28, 0.37, 0.30, 0.27, -0.02, 0.37, -0.58, 0.72, -0.38, -0.39, -0.98, -0.90, 0.36, 0.30, 0.29, 0.37, 0.30, 0.28, 0.23, 0.33]
}

***

[3]
{
  "formula": "C6H15NS",
  "method": "wB97M-V/def2-TZVPD",
  "spin_multiplicity": 1,
  "total_energy_ha": -690.3827,
  "lumo_ev": -1.090,
  "e_homo_ev": -8.723,
  "homo_lumo_gap_ha": 0.280,
  "elements": ["C", "C", "S", "C", "N", "C", "C", "C", "H", "H", "H", "H", "H", "H", "H", "H", "H", "H", "H", "H", "H", "H", "H"],
  "positions_angstrom": [[-1.053, 0.480, 0.990], [-1.653, 0.036, -0.363], [-3.408, 0.169, -0.213], [0.388, 0.302, 1.271], [1.376, 0.650, 0.205], [3.544, 0.283, -0.690], [2.425, -0.391, 0.003], [1.720, -1.458, -0.980], [-1.695, 0.076, 1.828], [-1.325, 1.635, 0.999], [-1.280, 0.712, -1.061], [-1.178, -0.893, -0.634], [-3.664, -1.769, 0.527], [0.636, -0.748, 1.682], [0.547, 0.827, 2.276], [1.766, 1.598, 0.326], [4.041, 1.099, -0.054], [3.098, 0.870, -1.428], [4.301, -0.397, -1.129], [2.752, -0.815, 1.003], [2.367, -2.467, -0.841], [0.608, -1.447, -0.892], [1.698, -1.049, -2.007]],
  "forces_ev_per_a": [[-2.4, 2.5, 0.1], [1.2, -0.6, 2.4], [-1.2, -4.0, 0.6], [2.2, -1.0, 2.3], [-0.5, 0.1, 1.0], [2.3, 0.7, 1.1], [-2.3, -0.4, 0.1], [1.7, -0.4, 1.0], [0.9, 0.2, -0.8], [0.7, -2.0, 0.3], [0.2, 1.3, -1.6], [-0.8, -0.7, -0.3], [0.4, 3.6, -1.3], [-0.6, 1.1, -1.3], [0.2, 0.0, -1.3], [-0.2, -0.9, 0.2], [-0.3, -1.5, -0.4], [-0.6, 0.7, -1.8], [-0.4, 0.4, 0.4], [-0.4, 0.0, -1.1], [-2.2, 2.0, -0.8], [1.0, -1.0, 1.1], [1.1, -0.3, 0.2]],
  "mulliken_charge": [-0.32, -0.75, -0.15, -0.74, -0.32, -1.59, 0.46, -0.69, 0.30, 0.22, 0.38, 0.24, 0.11, 0.29, 0.29, 0.25, 0.33, 0.48, 0.33, 0.33, 0.28, -0.03, 0.31]
}